Record 1
Molecular formula: C32H36F16NO12
Method: DFT, ωB97M-V/def2-TZVPD

Positions of all 97 atoms, in Å:
C 3.842 -2.735 -2.482
H -0.229 -4.128 -2.801
C 1.982 -2.716 -0.779
H 6.005 3.037 1.617
F -6.104 7.739 -1.841
H -2.766 2.669 -0.520
F 3.680 -0.049 3.911
H -2.406 9.980 1.782
H -5.182 2.705 -1.183
C -5.401 2.397 3.141
C 3.174 -4.392 2.852
N -1.471 -3.044 1.526
C 1.710 -4.059 -0.205
H -2.236 7.710 0.710
H -2.442 -4.987 -4.736
F 5.704 -2.486 -3.944
H 3.971 -4.904 3.386
O -5.016 4.516 2.049
H 2.686 -3.739 3.573
H -3.144 4.078 -1.521
C 0.667 -4.071 0.870
C -5.124 3.329 1.946
O -1.383 -2.313 -1.269
C 2.207 -5.447 2.353
F 1.810 1.034 4.055
C 3.384 -2.291 -1.095
O -5.056 2.611 0.843
H 3.592 2.147 -0.050
H 0.482 -4.322 2.960
F -5.148 3.008 4.295
H 4.049 -2.711 -0.338
C 3.648 2.204 3.133
O 1.221 0.324 -0.578
C -0.393 -2.461 -0.607
O -0.116 -5.939 -3.837
C 5.548 2.603 0.726
C -0.380 -3.262 0.668
F 2.082 -6.401 3.394
F 0.829 -7.720 -5.547
H -2.430 -3.480 -3.791
O 1.407 -4.486 -4.650
C 0.979 -5.588 -4.487
O -2.706 7.976 -1.716
H 5.839 3.199 -0.138
C 0.998 -0.492 -1.502
C 0.814 -4.915 2.110
C -3.196 8.170 0.937
F -4.709 7.389 -3.446
F -4.638 1.305 3.065
H 3.621 3.559 0.995
H -2.080 -0.183 1.069
H -1.232 -3.749 -5.064
H -4.073 10.119 1.193
C -1.464 -1.869 2.065
H 3.592 -3.830 2.021
H 3.331 -2.181 -3.265
C 1.693 -6.853 -5.000
H -1.468 -5.323 -2.452
H -2.890 -0.359 2.662
O 2.276 -5.059 -0.594
H -0.525 -1.732 3.988
H 5.944 1.594 0.609
O 3.962 3.314 3.454
H 0.605 -1.683 2.597
C -4.936 7.169 -2.157
H 0.138 -5.770 2.053
F -5.056 5.847 -1.965
C -2.543 -0.879 1.773
H -3.339 -1.411 1.263
H 3.697 -3.805 -2.599
C 3.142 1.152 4.139
C -0.890 -4.865 -3.251
H 2.612 -5.985 1.505
H -2.737 10.083 0.047
F -6.685 2.013 3.152
C -3.330 3.601 -0.561
F 2.600 -6.543 -5.923
O -4.182 7.751 -0.026
C -4.810 3.340 -0.382
C 0.932 -1.917 -0.976
F 3.445 1.509 5.387
C 4.041 2.565 0.848
F 6.079 -3.367 -1.983
H 3.436 -1.212 -0.989
C -0.371 -1.379 2.973
H -5.392 4.255 -0.387
C -3.095 9.679 0.994
H -3.537 7.771 1.890
H -2.950 4.250 0.230
C 5.315 -2.463 -2.652
F 5.678 -1.248 -2.161
C -1.805 -4.231 -4.272
C -3.785 7.703 -1.286
O 0.817 -0.295 -2.708
F 2.318 -7.476 -3.994
H -0.366 -0.291 2.984
O 3.634 1.693 1.923

Orbital gap   7.55 eV
Lowest unoccupied orbital energy   2.0 eV
Highest occupied orbital energy   -5.6 eV
Total charge   -1

Record 2
Molecular formula: C38H34BN14O3Ti
Method: DFT, ωB97M-V/def2-TZVPD

Positions of all 91 atoms, in Å:
H -0.730 3.243 -4.689
N 0.179 -0.467 3.219
C -0.442 2.540 -6.675
N 1.888 0.942 1.258
C -0.137 1.975 -9.338
C 3.262 -3.394 2.642
N 2.449 -2.432 3.057
N -0.249 -0.107 -0.843
H 2.883 -4.397 2.516
O 0.182 -4.669 1.046
N 2.676 1.037 2.342
C -2.605 1.181 1.235
H 3.837 3.486 0.548
C -3.277 2.509 3.134
C 0.737 0.142 5.260
C 2.273 1.908 0.427
C -3.818 -1.669 -0.665
H 1.407 0.450 6.044
C -0.239 1.202 -7.080
N 1.189 -0.100 4.027
N -2.754 -2.106 -0.002
H 5.203 -0.778 2.716
C -1.574 3.709 4.419
H -4.667 1.434 1.942
C 1.546 -2.969 0.170
H -1.710 -3.999 1.918
H -1.304 3.124 5.303
H -3.988 2.954 3.820
C 3.310 -3.397 -1.380
B 2.633 0.063 3.545
H -0.380 4.086 -9.653
C 3.316 2.650 0.980
H 2.797 -0.124 -0.777
N -1.279 1.311 1.623
C -0.925 -0.451 3.964
H -1.892 -0.660 3.539
C 4.559 -2.902 2.419
H 4.209 -1.588 -2.138
C -4.079 -2.181 1.980
C -0.498 3.595 -7.571
C 4.465 -1.564 2.733
C -0.629 -0.069 5.273
C -0.455 1.655 -2.481
H -0.443 1.909 -0.380
H -0.380 -1.386 -3.975
H -4.137 -2.390 3.042
N 3.193 -1.314 3.107
C -0.391 1.209 -1.198
C -3.639 1.700 2.133
Ti 0.226 -0.563 1.058
N -0.427 -2.452 1.379
H -1.310 0.032 6.099
C -0.361 -0.633 -3.199
C -5.062 -1.488 -0.080
C -5.188 -1.745 1.276
O -2.922 0.575 0.214
H 5.426 -3.444 2.080
C -2.878 -2.361 1.299
C 3.476 -2.022 -1.472
C 3.536 2.051 2.205
C 2.677 -1.195 -0.715
H 3.924 -4.072 -1.962
H 0.084 -0.094 -8.769
H -0.652 4.615 -7.238
N -1.971 2.845 3.326
C -0.395 1.147 -4.932
O 0.206 2.546 2.865
C 0.358 -3.453 0.936
H -0.701 4.279 4.117
N -0.537 2.477 -5.306
H -0.307 -2.046 -1.618
N -0.215 0.369 -5.990
C -0.343 3.291 -8.919
H 4.238 2.291 2.985
N 1.725 -1.641 0.117
H 3.310 0.531 4.423
C 2.320 -3.869 -0.542
H -2.395 4.384 4.663
C -0.406 0.737 -3.570
H -0.014 1.777 -10.396
C -0.299 -0.999 -1.892
H -5.904 -1.148 -0.667
H -0.538 2.724 -2.637
H -1.664 -2.669 3.060
H 1.794 2.052 -0.528
H -3.660 -1.445 -1.714
C -1.660 -2.910 1.995
C -0.082 0.922 -8.436
H 2.097 -4.919 -0.417
H -6.135 -1.592 1.779
C -0.940 2.216 2.584

Energy relative to the best compared isomer or geometry (same formula, charge and spin)   0.993 eV
Orbital gap (alpha / beta)   4.94 / 7.86 eV
Multiplicity   3
Lowest unoccupied orbital energy (alpha / beta)   2.3 / 2.3 eV
Highest occupied orbital energy (alpha / beta)   -2.6 / -5.6 eV
Total charge   -1

Record 3
Molecular formula: C3H6INO2
Method: DFT, ωB97M-V/def2-TZVPD

Positions of all 13 atoms, in Å:
O -1.428 0.985 0.334
H -1.235 -1.963 -0.505
H 0.476 -0.806 -1.185
H -2.808 -1.331 0.083
N -1.724 -1.313 0.130
H 2.284 0.501 -0.290
C 1.322 0.830 -0.036
C 0.377 -0.423 -0.194
H 0.248 2.424 0.029
I 1.187 -1.898 1.165
O 0.884 2.005 -0.617
H 1.501 1.098 0.998
C -1.084 -0.107 0.089

Energy relative to the best compared isomer or geometry (same formula, charge and spin)   0.786 eV
Orbital gap   9.69 eV
Lowest unoccupied orbital energy   0.2 eV
Highest occupied orbital energy   -9.5 eV
Total charge   0

Record 4
Molecular formula: C3H4ClFS
Method: DFT, ωB97M-V/def2-TZVPD

Positions of all 10 atoms, in Å:
H 1.291 0.262 -1.418
H -1.513 -0.891 1.036
Cl -1.597 -1.181 -1.144
F -2.267 0.824 0.346
C -1.358 -0.153 0.241
C 1.332 -0.118 -0.425
H 2.288 0.314 -0.014
C 0.205 0.437 0.366
S 0.252 1.714 1.401
H 1.367 -1.208 -0.389

Energy relative to the best compared isomer or geometry (same formula, charge and spin)   0.782 eV
Orbital gap   8.43 eV
Lowest unoccupied orbital energy   -0.6 eV
Highest occupied orbital energy   -9.0 eV
Total charge   0

Record 5
Molecular formula: C2H7OS
Method: DFT, ωB97M-V/def2-TZVPD

Positions of all 11 atoms, in Å:
O -2.636 -0.726 0.281
H -2.791 -0.173 1.027
H -0.301 0.985 -0.788
C 1.324 0.212 0.393
H 1.143 0.735 -1.785
H 0.257 -0.671 -1.212
S 0.353 -0.693 1.642
H 1.510 1.223 0.760
H -1.685 -0.944 0.429
H 2.271 -0.290 0.199
C 0.555 0.343 -0.946

Energy relative to the best compared isomer or geometry (same formula, charge and spin)   0.057 eV
Orbital gap   6.96 eV
Lowest unoccupied orbital energy   4.4 eV
Highest occupied orbital energy   -2.6 eV
Total charge   -1

Record 6
Molecular formula: C3H8NOS2
Method: DFT, ωB97M-V/def2-TZVPD

Positions of all 15 atoms, in Å:
C -0.192 0.278 -1.320
S 0.204 -1.017 2.825
H 1.480 0.670 0.002
H 0.225 0.928 -3.367
O -1.276 2.417 -1.290
H -1.952 0.941 -2.586
H 1.533 1.134 -2.409
C -1.338 1.319 -1.733
H 1.487 -0.690 2.985
H -0.675 -0.722 -1.519
C 0.453 0.327 0.008
H -0.039 1.133 0.622
N 0.732 0.445 -2.637
S 0.324 -1.297 0.703
H 1.056 -0.476 -2.913

Energy relative to the best compared isomer or geometry (same formula, charge and spin)   1.271 eV
Orbital gap   8.39 eV
Lowest unoccupied orbital energy   -4.4 eV
Highest occupied orbital energy   -12.7 eV
Total charge   +1

Record 7
Molecular formula: C43H38CrN6S9
Method: DFT, ωB97M-V/def2-TZVPD

Positions of all 97 atoms, in Å:
C -4.011 0.320 -2.667
C 5.252 2.568 -2.164
H 6.133 2.937 -2.672
H -0.955 3.742 5.003
C -1.740 -7.067 -0.586
H 1.030 -0.635 2.296
C 2.775 2.623 3.424
C 1.967 1.204 1.681
C -0.703 3.942 3.971
S -0.839 2.054 0.405
H 1.936 3.204 -1.861
C -2.636 3.581 -2.867
H 0.224 4.653 0.284
C 3.013 1.638 -0.869
C 3.520 -3.946 -0.616
C -4.060 -0.039 2.085
H 1.416 -0.214 4.688
S -1.285 -5.953 -1.836
C -1.686 2.981 -2.051
H 2.926 -4.890 -3.468
H 0.631 6.372 2.018
C -1.424 -0.550 -2.105
S 1.642 0.874 -0.045
S -2.668 -8.388 -0.849
C -5.209 -0.433 2.754
H -3.395 0.301 -4.720
C -4.120 3.849 -0.984
C -0.249 -5.183 0.469
H -2.430 3.708 -3.921
C -0.948 2.974 3.006
H -6.454 -2.077 3.331
H 3.579 -2.480 -3.526
C -5.556 -1.776 2.810
N 1.414 -0.509 -0.407
C -3.187 3.249 -0.158
H 2.941 -5.516 0.541
S 0.689 -4.283 1.632
H -0.747 2.623 -2.445
N -1.468 0.870 1.162
C 4.228 0.992 -0.668
C -4.753 -2.736 2.211
H 2.124 -6.306 -1.757
S -1.791 -0.656 0.577
H -5.832 0.308 3.236
N 3.278 -5.230 -0.366
H -4.359 0.212 -0.557
C -0.139 5.157 3.614
H -3.388 3.116 0.896
H 2.524 1.871 5.416
C -0.330 -4.880 -0.841
H 3.260 3.534 3.744
H 4.615 -5.270 -3.076
C 4.029 3.191 -2.366
C 3.643 -5.003 -2.655
H -5.060 4.190 -0.576
H 5.098 -2.313 -2.620
C -3.273 -1.009 1.484
S 0.478 -3.515 -1.582
Cr 1.015 -2.329 0.337
H -4.571 4.486 -2.979
H 3.577 -1.685 -1.937
C -2.347 -0.355 -1.091
H 0.047 5.905 4.372
N -0.792 -1.685 0.800
C 2.894 2.728 -1.715
C -3.599 -2.358 1.543
H -2.944 -3.092 1.093
H -1.103 -0.468 -4.217
H 2.905 3.111 1.339
S 3.505 -2.750 0.603
C 1.744 0.513 3.959
H -1.372 2.015 3.262
C -1.982 2.824 -0.709
C 4.023 -2.483 -2.531
C 0.192 5.421 2.290
H 4.287 0.114 -0.034
H -5.017 0.648 -2.888
C -1.810 -0.305 -3.416
C 3.162 -6.011 -1.591
C 5.353 1.471 -1.319
C -3.096 0.126 -3.695
H -0.425 -0.889 -1.871
H 3.785 -6.903 -1.549
H -5.019 -3.782 2.269
N 0.449 1.943 -0.450
H -3.772 1.001 2.044
C 2.360 1.686 4.363
C -3.841 4.014 -2.336
C -0.608 3.255 1.693
H 6.306 0.983 -1.169
S -1.116 -6.618 0.969
C 2.579 2.387 2.074
N 3.738 -3.753 -1.908
H 3.957 4.041 -3.030
C -3.642 0.078 -1.355
C -0.038 4.466 1.317
C 1.544 0.267 2.608

Orbital gap (alpha / beta)   5.71 / 6.03 eV
Multiplicity   4
Lowest unoccupied orbital energy (alpha / beta)   -2.8 / -2.6 eV
Highest occupied orbital energy (alpha / beta)   -8.5 / -8.6 eV
Total charge   +1

Record 8
Molecular formula: C21H29N7O7P2S2Zr
Method: DFT, ωB97M-V/def2-TZVPD

Positions of all 69 atoms, in Å:
C -3.106 2.583 -2.441
S -0.547 2.549 0.203
H -1.568 -0.182 -6.045
H -4.026 2.574 -3.029
H 2.263 -0.720 -5.867
O 2.361 -2.169 1.809
C 5.347 0.882 1.782
S -2.480 0.072 1.309
H 2.760 0.853 -5.218
C 3.806 1.132 3.640
O 1.209 -0.343 -1.539
H -2.897 3.596 -2.097
C -2.293 1.347 3.698
C -1.648 2.982 -4.401
P -1.398 0.641 -3.041
N -2.099 -0.460 -4.001
C 2.423 -2.077 -3.518
H 2.041 -2.328 -2.533
H -0.779 2.606 -4.937
O 1.297 -3.458 -0.485
C -1.036 2.339 1.880
H 4.270 2.450 -3.083
C 6.409 0.877 2.670
H 7.420 0.772 2.302
C 1.285 -1.878 1.374
H -1.422 3.987 -4.041
C 2.842 -0.224 -5.084
H 1.838 -2.607 -4.274
C 4.056 1.012 2.278
H -3.214 1.953 -1.561
H 4.154 0.799 -2.457
C 3.723 1.797 -2.402
O 0.479 -0.913 1.800
N -0.145 4.185 3.475
C -2.441 -0.139 -5.383
O 0.140 0.758 -3.536
H -0.871 -2.126 -4.456
H -2.551 -2.507 -4.029
H 5.512 0.774 0.718
O -0.485 -2.076 -0.272
Zr -0.208 -0.057 0.104
N 2.007 0.948 0.698
H -2.899 0.844 -5.453
H 7.003 0.993 4.726
N -2.674 1.331 4.783
C 6.171 0.999 4.034
H 3.890 -0.508 -5.198
N 2.303 1.783 -2.765
H 0.572 3.008 -2.726
H 3.836 2.170 -1.382
H 2.080 3.832 -3.143
H 4.697 1.214 5.582
C -1.704 -1.862 -3.796
O -1.470 0.199 -1.623
H -1.413 -2.037 -2.761
C -0.556 3.355 2.793
C 0.680 -2.602 0.083
N -1.969 2.131 -3.261
H -3.172 -0.868 -5.732
N 2.362 -0.629 -3.768
H 1.749 3.344 -1.461
C 4.876 1.125 4.519
P 1.527 0.371 -2.821
H 3.461 -2.404 -3.588
C 2.924 1.002 1.383
H -2.490 3.050 -5.095
C -1.851 1.351 2.318
C 1.635 3.064 -2.509
H 2.789 1.220 3.997

Energy relative to the best compared isomer or geometry (same formula, charge and spin)   1.248 eV
Orbital gap   7.30 eV
Lowest unoccupied orbital energy   -0.1 eV
Highest occupied orbital energy   -7.4 eV
Total charge   0

Taking the records one at a time from the top gives max |F| values of 2.3; 2.0; 4.1; 3.4; 1.2; 4.0; 0.5; 1.8 eV/Å.